Record 1
# C16H22IrNO7SSe2

A structure of composition C16H22IrNO7SSe2 (ωB97M-V/def2-TZVPD, the OMol25 dataset).

```
50
C16H22IrNO7SSe2 | the OMol25 dataset | ωB97M-V/def2-TZVPD
Ir -0.202 -0.145 -0.009
O -1.148 6.094 1.224
C -0.989 5.566 -0.091
C -1.351 4.070 -0.119
C -1.120 3.659 -1.588
O -1.294 2.304 -1.890
C -0.408 3.335 0.833
Se -1.028 1.526 1.374
C -2.793 3.921 0.380
Se -3.238 2.053 0.683
H -1.050 7.048 1.183
H 0.049 5.684 -0.422
H -1.640 6.097 -0.796
H -0.102 3.970 -1.848
H -1.817 4.236 -2.209
H -0.412 1.891 -1.882
H -0.303 3.892 1.764
H 0.573 3.178 0.393
H -3.512 4.341 -0.326
H -2.900 4.457 1.321
C 4.199 6.449 2.108
C 3.780 5.215 1.353
C 3.866 3.954 1.932
C 3.471 2.819 1.236
C 2.984 2.934 -0.055
C 2.898 4.186 -0.650
C 3.291 5.313 0.052
S 2.467 1.472 -0.957
O 3.641 1.046 -1.689
O 1.363 1.986 -1.767
N 1.964 0.470 0.116
C 2.769 -0.717 0.411
C 1.989 -2.039 0.408
O 2.636 -3.063 0.554
O 0.697 -2.001 0.293
H 4.485 6.206 3.131
H 3.389 7.179 2.147
H 5.052 6.932 1.627
H 4.236 3.858 2.946
H 3.508 1.842 1.701
H 2.509 4.263 -1.658
H 3.214 6.290 -0.415
H 3.195 -0.643 1.419
H 3.598 -0.833 -0.285
C -2.914 -1.650 0.544
C -1.893 -1.112 -0.443
O -1.916 -1.518 -1.592
H -3.729 -2.141 0.011
H -3.303 -0.891 1.227
H -2.371 -2.383 1.146
```

Output
- Spin multiplicity: 2
- ⟨S²⟩: 0.75
- Relative energy (zero: lowest compared OMol25 entry of this formula, charge and spin): 33.0 kcal/mol
- Highest occupied orbital energy (alpha / beta): -4.75 / -4.66 eV
- Charge: -1
- Gap between HOMO and LUMO (alpha / beta): 6.79 / 6.69 eV

These are the natural (NBO) partial charges, in e, on atoms 1 to 5: atom 1 (Ir): 0.605, atom 2 (O): -0.734, atom 3 (C): -0.051, atom 4 (C): -0.137, atom 5 (C): -0.052

---

Record 2
# C6H14O2

A cluster of 2 separate species, C6H14O2 in total (ωB97M-V/def2-TZVPD, the OMol25 dataset).

```
22
C6H14O2 | the OMol25 dataset | ωB97M-V/def2-TZVPD
C 0.065 0.058 -1.672
O 0.599 0.439 -2.892
C -0.638 1.157 -0.822
C 0.043 1.240 0.582
C -0.206 0.268 1.760
C 0.301 -0.968 1.870
C -1.360 0.678 2.580
H -0.707 -0.688 -1.825
H 0.782 -0.506 -1.071
H -0.062 1.115 -3.289
H -1.652 0.828 -0.625
H -0.766 2.124 -1.441
H -0.037 2.314 0.952
H 1.218 1.098 0.358
H 0.675 -1.508 1.043
H 0.161 -1.526 2.672
H -1.243 1.777 2.570
H -2.304 0.438 2.105
H -1.191 0.402 3.703
H 2.132 -2.446 -1.572
H 2.381 -3.133 -2.864
O 1.809 -3.163 -2.122
```

Output
- Relative energy (zero: lowest compared OMol25 entry of this formula, charge and spin): 76.5 kcal/mol
- Highest occupied orbital energy: -9.19 eV
- SMILES: C=C(C)CCCO.O
- Gap between HOMO and LUMO: 10.00 eV

These are the natural (NBO) partial charges, in e, on atoms 1 to 5: atom 1 (C): -0.055, atom 2 (O): -0.702, atom 3 (C): -0.429, atom 4 (C): -0.443, atom 5 (C): 0.035

---

Record 3
# C19H44B2N3O5PS2Si2

A structure of composition C19H44B2N3O5PS2Si2 (ωB97M-V/def2-TZVPD, the OMol25 dataset).

```
78
C19H44B2N3O5PS2Si2 | the OMol25 dataset | ωB97M-V/def2-TZVPD
C 2.451 3.252 -2.638
C 1.746 1.812 -2.907
P 0.572 1.328 -1.502
C 1.593 0.517 -0.082
C 3.089 1.100 0.025
Si -0.918 -0.168 -2.249
O -1.158 -1.276 -0.937
Si -1.452 -2.922 -1.494
C -3.254 -2.878 -2.231
C -4.317 -3.703 -1.338
C -5.799 -3.731 -1.995
S -6.525 -2.042 -1.748
C -8.179 -2.143 -0.957
S -8.753 -3.438 -0.047
N -9.089 -0.986 -1.162
C -9.712 -0.725 -2.443
C -10.589 0.514 -2.177
N -10.429 0.957 -0.785
C -9.501 0.023 -0.213
C -0.239 -3.512 -2.849
B -0.363 -5.079 -3.253
O -0.657 -6.173 -2.368
O -0.111 -5.437 -4.648
B -1.376 -4.010 0.159
O -2.361 -3.768 1.215
O -0.376 -5.016 0.420
C 0.616 -4.417 1.321
H 2.456 3.891 -3.587
H 3.546 3.033 -2.358
H 1.919 3.857 -1.811
H 2.566 0.998 -2.947
H 1.238 1.892 -3.931
H 1.665 -0.605 -0.350
H 1.089 0.633 0.936
H 3.160 2.230 -0.139
H 3.743 0.494 -0.705
H 3.538 0.906 1.069
H -2.171 0.558 -2.488
H -0.323 -0.748 -3.451
H -3.304 -3.316 -3.291
H -3.648 -1.788 -2.259
H -4.448 -3.222 -0.296
H -3.946 -4.784 -1.265
H -6.423 -4.466 -1.375
H -5.808 -4.096 -3.075
H -9.593 -1.288 -3.421
H -11.252 0.965 -2.996
H -9.159 0.044 0.874
H -0.450 -2.913 -3.816
H 0.829 -3.200 -2.533
H 0.143 -6.748 -2.292
H 0.455 -4.703 -4.978
H -2.062 -2.902 1.602
H 0.928 -3.390 0.921
H 0.131 -4.361 2.369
H 1.485 -5.160 1.386
C 3.752 4.588 1.858
C 4.403 3.624 2.845
N 5.832 3.844 3.042
C 6.483 2.765 3.782
C 6.060 2.543 5.233
C 6.227 5.194 3.435
C 5.638 5.756 4.727
H 4.248 4.550 0.884
H 2.704 4.314 1.712
H 3.770 5.618 2.219
H 4.256 2.615 2.444
H 3.851 3.667 3.793
H 7.569 2.908 3.748
H 6.309 1.831 3.235
H 6.489 3.295 5.899
H 6.433 1.574 5.580
H 4.977 2.538 5.361
H 5.972 5.878 2.620
H 7.319 5.249 3.493
H 4.570 5.548 4.831
H 5.764 6.841 4.741
H 6.155 5.371 5.608
```

Output
- Highest occupied orbital energy: -7.95 eV
- Gap between HOMO and LUMO: 7.07 eV

These are the Mulliken partial charges, in e, on atoms 1 to 5: atom 1 (C): -0.883, atom 2 (C): -0.522, atom 3 (P): -0.176, atom 4 (C): -0.249, atom 5 (C): -0.804

---

Record 4
# C2H5F2N3O4S3

A structure of composition C2H5F2N3O4S3 (ωB97M-V/def2-TZVPD, the OMol25 dataset).

```
19
C2H5F2N3O4S3 | the OMol25 dataset | ωB97M-V/def2-TZVPD
C 0.874 1.903 1.181
C 1.020 2.229 -0.329
N -1.347 -2.705 1.098
N -0.363 -0.883 -0.050
N -0.017 1.753 -1.195
O -2.936 -0.995 0.243
O -1.599 0.005 -1.986
O 0.901 -2.007 2.123
O 0.880 -3.154 0.017
F -1.718 -2.376 -1.435
F 0.888 -0.645 -2.072
S -1.761 -1.692 0.031
S -0.371 0.251 -1.393
S 0.222 -2.383 0.937
H 0.160 2.674 1.657
H 0.347 0.966 1.051
H 1.895 1.892 1.504
H 1.026 3.250 -0.453
H 1.897 1.917 -0.932
```

Output
- Relative energy (zero: lowest compared OMol25 entry of this formula, charge and spin): 43.6 kcal/mol
- Highest occupied orbital energy: -10.74 eV
- Gap between HOMO and LUMO: 10.14 eV

These are the natural (NBO) partial charges, in e, on atoms 1 to 5: atom 1 (C): -0.623, atom 2 (C): -0.244, atom 3 (N): -1.073, atom 4 (N): -1.182, atom 5 (N): -0.769

---

Record 5
# C5H10AgO2S

A structure of composition C5H10AgO2S (ωB97M-V/def2-TZVPD, the OMol25 dataset).

```
19
C5H10AgO2S | the OMol25 dataset | ωB97M-V/def2-TZVPD
C -0.650 1.989 -2.043
O 0.217 1.086 -1.329
C -0.241 -0.153 -1.167
O -1.291 -0.572 -1.561
C 0.765 -0.987 -0.393
C 0.871 -0.528 1.066
C -0.417 -0.727 1.872
S -1.400 0.799 1.774
H -1.671 1.891 -1.686
H -0.605 1.765 -3.106
H -0.272 2.985 -1.851
H 0.444 -2.026 -0.450
H 1.730 -0.883 -0.906
H 1.660 -1.134 1.602
H 1.203 0.510 1.112
H -0.984 -1.556 1.453
H -0.197 -0.963 2.910
H -2.597 0.213 1.662
Ag 3.435 -1.709 1.041
```

Output
- Highest occupied orbital energy: -12.29 eV
- Charge: +1
- Gap between HOMO and LUMO: 5.48 eV

These are the natural (NBO) partial charges, in e, on atoms 1 to 5: atom 1 (C): -0.264, atom 2 (O): -0.515, atom 3 (C): 0.797, atom 4 (O): -0.559, atom 5 (C): -0.524

---

Record 6
# C32H43BF3N6O19S2

A cluster of 5 separate species, C32H43BF3N6O19S2 in total (ωB97M-V/def2-TZVPD, the OMol25 dataset).

```
106
C32H43BF3N6O19S2 | the OMol25 dataset | ωB97M-V/def2-TZVPD
O 1.830 -3.813 0.672
C 0.927 -3.044 0.874
C 0.996 -2.044 2.019
C 1.177 -0.584 1.534
N 0.680 0.364 2.525
C 1.284 1.112 3.467
N 2.594 1.199 3.729
C 3.091 2.096 4.752
S 2.840 1.556 6.477
O 1.733 2.277 7.029
O 4.104 1.645 7.143
O 3.524 0.508 2.974
B 3.912 -0.727 3.550
O 4.154 -1.778 2.689
O 4.035 -0.849 4.883
N 0.397 1.833 4.172
C -0.770 1.536 3.622
N -1.942 2.115 4.079
C -2.189 3.264 3.703
S -2.591 4.595 3.047
N -0.671 0.649 2.633
C -1.717 0.094 1.770
C -3.122 0.004 2.380
O -3.953 -0.534 1.370
C -3.215 -0.968 3.573
F -3.525 -2.191 3.176
F -4.179 -0.550 4.405
F -2.073 -1.007 4.283
N -0.248 -3.054 0.113
C -0.083 -3.517 -1.261
C 0.657 -2.744 -2.156
C 0.830 -3.152 -3.461
C 0.248 -4.368 -3.892
C -0.475 -5.113 -2.984
C -0.660 -4.689 -1.669
H 0.065 -2.072 2.595
H 1.789 -2.355 2.694
H 2.207 -0.369 1.275
H 0.604 -0.482 0.611
H 2.636 3.082 4.658
H 4.161 2.229 4.611
H 2.522 0.240 6.347
H 4.946 -1.655 2.151
H 4.496 -1.683 5.081
H -1.437 -0.930 1.519
H -1.748 0.634 0.821
H -3.539 0.971 2.649
H -4.192 0.172 0.758
H -0.661 -2.129 0.059
H 1.113 -1.823 -1.802
H 1.425 -2.532 -4.116
H 0.383 -4.718 -4.904
H -0.917 -6.049 -3.300
H -1.233 -5.270 -0.958
C -4.129 9.125 1.052
C -3.142 8.556 0.065
C -3.661 8.426 -1.351
O -2.914 7.304 -1.848
C -2.580 6.535 -0.793
O -2.133 5.433 -0.864
O -2.828 7.180 0.371
H -3.680 9.207 2.041
H -4.457 10.115 0.738
H -4.999 8.473 1.143
H -2.207 9.122 0.091
H -3.474 9.306 -1.960
H -4.724 8.178 -1.387
C 2.511 -0.492 -8.854
C 2.107 -1.164 -7.565
C 2.419 -2.642 -7.495
O 1.391 -3.132 -6.617
C 0.327 -2.288 -6.750
O -0.763 -2.511 -6.327
O 0.676 -1.174 -7.418
H 2.267 0.569 -8.826
H 3.582 -0.603 -9.024
H 1.967 -0.922 -9.695
H 2.529 -0.630 -6.709
H 3.401 -2.853 -7.077
H 2.322 -3.142 -8.461
C -3.191 0.117 -6.401
C -2.478 1.318 -6.972
C -3.225 2.036 -8.075
O -2.157 2.579 -8.861
C -1.074 1.784 -8.681
O -0.080 1.836 -9.332
O -1.278 0.924 -7.657
H -2.603 -0.338 -5.606
H -4.163 0.406 -5.999
H -3.331 -0.645 -7.168
H -2.195 2.010 -6.173
H -3.870 2.832 -7.711
H -3.806 1.354 -8.699
C 1.860 -5.571 8.624
C 2.533 -4.319 8.123
C 1.981 -3.777 6.819
O 3.135 -3.137 6.253
C 4.233 -3.760 6.746
O 5.326 -3.581 6.309
O 3.908 -4.575 7.763
H 2.295 -5.886 9.571
H 0.794 -5.401 8.772
H 1.998 -6.390 7.916
H 2.532 -3.548 8.897
H 1.175 -3.060 6.960
H 1.651 -4.565 6.139
```

Output
- Relative energy (zero: lowest compared OMol25 entry of this formula, charge and spin): 0.0 kcal/mol
- Highest occupied orbital energy: -11.17 eV
- Charge: +1
- Gap between HOMO and LUMO: 8.26 eV

These are the Mulliken partial charges, in e, on atoms 1 to 5: atom 1 (O): -0.583, atom 2 (C): -0.151, atom 3 (C): 0.512, atom 4 (C): -1.179, atom 5 (N): -0.013

---

Sequential maximum force output: 0.92; 4.50; 5.49; 5.76; 0.27; 1.26 eV/Å